Entry 1:
C42H42O2P2V as an isolated structure at a distorted geometry. Source: the Open Molecules 2025 dataset; level of theory: ωB97M-V with the def2-TZVPD basis set.

Geometry (Å):
V -0.90 3.53 -0.60
C 2.30 1.35 -0.75
C 2.33 2.57 -1.30
C 1.95 2.80 -2.72
C 0.47 3.25 -2.84
C -0.44 2.08 -3.17
C -0.30 0.80 -2.76
C 0.94 -0.05 -2.74
C 1.96 0.07 -1.51
C -2.80 3.81 -0.10
H 2.30 1.28 0.36
H 2.53 3.39 -0.58
H 1.98 1.85 -3.27
H 2.69 3.46 -3.22
H 0.23 4.05 -2.00
H 0.39 3.89 -3.73
H -1.35 2.38 -3.71
H -1.25 0.24 -2.50
H 1.48 0.06 -3.72
H 0.54 -1.10 -2.64
H 1.76 -0.79 -0.82
H 2.93 -0.09 -2.02
H -2.69 3.11 0.79
H -3.44 3.36 -0.88
H -2.87 4.90 0.08
P -1.13 7.14 -0.28
P -2.82 6.26 -2.16
C -0.45 7.34 -1.92
C -1.29 6.87 -2.90
C -1.38 8.93 0.19
C -0.76 9.99 -0.49
C -0.45 11.16 0.20
C -0.83 11.32 1.54
C -1.72 10.39 2.10
C -2.02 9.22 1.42
C 0.13 6.59 0.92
C -0.31 5.59 1.84
C 0.57 5.03 2.74
C 1.83 5.62 2.91
C 2.27 6.68 2.07
C 1.44 7.11 1.02
C -4.06 7.73 -2.36
C -3.89 8.94 -1.67
C -4.55 10.10 -2.07
C -5.42 10.07 -3.15
C -5.75 8.84 -3.71
C -5.13 7.67 -3.26
C -3.38 4.99 -3.38
C -4.55 4.25 -3.11
C -5.04 3.39 -4.10
C -4.40 3.30 -5.34
C -3.21 3.98 -5.57
C -2.66 4.77 -4.56
H 0.50 7.86 -2.07
H -1.07 6.88 -3.97
H -0.45 9.88 -1.53
H 0.10 11.95 -0.33
H -0.45 12.16 2.13
H -2.16 10.57 3.07
H -2.71 8.50 1.86
H -1.34 5.20 1.94
H 0.24 4.13 3.30
H 2.44 5.20 3.72
H 3.25 7.14 2.21
H 1.81 7.89 0.34
H -3.22 8.99 -0.81
H -4.36 11.03 -1.55
H -5.85 10.99 -3.52
H -6.47 8.76 -4.51
H -5.48 6.70 -3.64
H -5.05 4.35 -2.14
H -5.95 2.82 -3.90
H -4.81 2.66 -6.12
H -2.69 3.93 -6.52
H -1.70 5.24 -4.72
O -1.39 1.38 1.73
C -0.92 0.76 0.75
O -0.55 1.38 -0.33
C -0.67 -0.75 0.66
C -0.61 -1.39 -0.58
C -0.58 -2.77 -0.66
C -0.58 -3.46 0.54
C -0.42 -2.86 1.81
C -0.41 -1.47 1.85
H -0.64 -0.78 -1.48
H -0.57 -3.28 -1.64
H -0.60 -4.53 0.45
H -0.31 -3.46 2.72
H -0.30 -0.86 2.74

Calculated values
F_max in eV/Å: 2.68
LUMO energy (alpha / beta) in eV: 0.15 / 0.02
2S+1: 4
Total energy in eV: -92587.4267


Entry 2:
C42H43AlF6N3OS as an isolated structure at a distorted geometry. Source: the Open Molecules 2025 dataset; level of theory: ωB97M-V with the def2-TZVPD basis set.

Geometry (Å):
C 7.69 -6.94 -1.06
C 6.72 -5.66 -1.14
N 5.39 -5.86 -0.48
Al 4.94 -4.32 0.58
C 3.17 -3.42 0.09
C 2.55 -3.86 -1.32
S 0.71 -4.07 -1.11
C 0.27 -5.79 -0.68
N -0.48 -6.29 0.43
N -0.54 -7.65 0.25
C 0.16 -7.97 -0.96
O 0.69 -6.81 -1.58
H 8.56 -6.77 -1.81
H 7.18 -7.91 -1.38
H 8.16 -7.12 -0.04
H 7.28 -4.74 -0.78
H 6.50 -5.49 -2.26
H 5.40 -6.73 0.06
H 6.07 -3.18 0.55
H 4.83 -4.76 2.13
H 3.23 -2.26 0.07
H 2.42 -3.67 0.92
H 3.07 -4.73 -1.83
H 2.67 -2.96 -2.04
H 0.30 -9.00 -1.44
F 6.44 -1.32 1.95
C 7.45 -0.71 1.33
C 8.75 -0.98 1.71
C 9.80 -0.35 1.06
C 9.54 0.56 0.04
C 8.23 0.83 -0.34
C 7.18 0.19 0.31
H 8.94 -1.69 2.52
H 10.83 -0.56 1.35
H 10.36 1.06 -0.47
H 8.02 1.54 -1.13
H 6.15 0.38 0.02
F -4.99 -0.11 0.94
C -4.12 -1.14 0.88
C -4.55 -2.42 1.20
C -3.66 -3.48 1.13
C -2.34 -3.26 0.75
C -1.91 -1.97 0.44
C -2.81 -0.91 0.49
H -5.58 -2.57 1.50
H -3.99 -4.48 1.38
H -1.64 -4.09 0.71
H -0.88 -1.80 0.15
H -2.50 0.10 0.24
F 12.54 -1.49 2.71
C 13.73 -1.58 2.09
C 13.78 -1.98 0.76
C 15.01 -2.07 0.12
C 16.18 -1.77 0.81
C 16.12 -1.37 2.15
C 14.89 -1.27 2.79
H 12.86 -2.22 0.24
H 15.06 -2.38 -0.92
H 17.14 -1.84 0.31
H 17.03 -1.13 2.69
H 14.82 -0.95 3.82
F -9.97 3.90 -1.01
C -9.24 3.01 -0.31
C -7.87 2.93 -0.54
C -7.11 2.02 0.18
C -7.73 1.19 1.13
C -9.10 1.29 1.35
C -9.86 2.20 0.63
H -7.41 3.57 -1.29
H -6.04 1.95 0.02
H -7.13 0.48 1.69
H -9.58 0.64 2.08
H -10.92 2.29 0.79
F -12.48 8.94 3.69
C -12.12 7.89 2.93
C -11.63 6.74 3.54
C -11.26 5.65 2.76
C -11.37 5.73 1.38
C -11.86 6.88 0.77
C -12.24 7.97 1.55
H -11.55 6.71 4.62
H -10.89 4.75 3.23
H -11.08 4.88 0.77
H -11.94 6.94 -0.31
H -12.63 8.87 1.10
F -7.77 5.53 -6.82
C -7.88 6.00 -5.57
C -8.35 5.17 -4.56
C -8.45 5.66 -3.26
C -8.09 6.97 -2.99
C -7.63 7.80 -4.00
C -7.51 7.31 -5.30
H -8.63 4.15 -4.80
H -8.81 5.01 -2.47
H -8.18 7.35 -1.97
H -7.35 8.83 -3.79
H -7.14 7.94 -6.10

Calculated values
F_max in eV/Å: 5.49
LUMO energy in eV: 1.75
2S+1: 1
Total charge: -1
Total energy in eV: -84504.2771


Entry 3:
C42H43F5N6 as an isolated structure at a distorted geometry. Source: the Open Molecules 2025 dataset; level of theory: ωB97M-V with the def2-TZVPD basis set.

Geometry (Å):
F -6.16 0.85 0.66
C -5.70 2.11 0.83
C -6.57 3.11 1.24
C -6.06 4.40 1.41
C -4.78 4.71 0.96
C -3.92 3.69 0.56
C -4.42 2.39 0.49
H -7.56 2.89 1.62
H -6.73 5.14 1.83
H -4.34 5.70 0.97
H -2.93 3.91 0.19
H -3.83 1.55 0.15
F 3.19 -2.30 3.20
C 1.98 -2.66 2.72
C 1.80 -2.79 1.38
C 0.54 -3.21 0.92
C -0.46 -3.49 1.84
C -0.31 -3.17 3.20
C 0.95 -2.81 3.65
H 2.62 -2.63 0.69
H 0.35 -3.26 -0.14
H -1.45 -3.72 1.45
H -1.13 -3.40 3.86
H 1.04 -2.67 4.72
F 5.86 -1.25 0.43
C 4.83 -1.94 -0.09
C 3.56 -1.37 -0.04
C 2.50 -2.07 -0.56
C 2.69 -3.38 -1.08
C 3.95 -3.92 -1.08
C 5.04 -3.18 -0.65
H 3.53 -0.34 0.30
H 1.57 -1.52 -0.67
H 1.83 -3.92 -1.44
H 4.08 -4.96 -1.38
H 6.06 -3.53 -0.53
F 3.57 -2.20 -4.46
C 3.26 -0.98 -3.96
C 1.94 -0.54 -4.04
C 1.60 0.68 -3.46
C 2.58 1.38 -2.76
C 3.90 0.95 -2.75
C 4.25 -0.26 -3.33
H 1.24 -1.17 -4.58
H 0.57 1.00 -3.49
H 2.35 2.31 -2.27
H 4.61 1.59 -2.24
H 5.25 -0.63 -3.19
F -0.87 0.20 2.94
C -1.02 0.12 1.61
C -1.18 1.26 0.90
C -1.28 1.23 -0.49
C -1.35 0.00 -1.13
C -1.11 -1.18 -0.39
C -0.99 -1.12 0.99
H -1.17 2.20 1.44
H -1.45 2.14 -1.06
H -1.48 -0.07 -2.20
H -1.00 -2.05 -1.02
H -0.78 -1.99 1.60
C -1.53 4.98 3.44
C -1.85 3.62 3.86
N -2.08 2.57 4.27
H -1.05 4.93 2.46
H -0.86 5.43 4.17
H -2.43 5.59 3.37
C -1.36 -2.35 -6.88
C -1.42 -1.65 -5.60
N -1.47 -1.07 -4.61
H -0.34 -2.55 -7.21
H -1.75 -1.62 -7.59
H -2.00 -3.23 -6.90
C 0.15 -7.04 -0.10
C -0.45 -5.90 -0.77
N -0.91 -4.97 -1.28
H 1.22 -6.98 -0.32
H -0.20 -7.99 -0.52
H 0.06 -6.99 0.98
C -1.51 6.49 -4.30
C -1.46 5.48 -3.26
N -1.40 4.69 -2.44
H -0.85 7.35 -4.16
H -2.52 6.88 -4.37
H -1.19 6.04 -5.24
C 0.61 0.42 5.51
C -0.05 1.14 6.60
N -0.62 1.69 7.43
H 1.39 0.98 4.99
H -0.07 0.11 4.72
H 1.11 -0.43 5.98
C 2.09 0.98 2.10
C 1.62 2.26 2.63
N 1.29 3.28 3.02
H 2.33 0.30 2.91
H 3.01 1.14 1.52
H 1.42 0.57 1.34

Calculated values
F_max in eV/Å: 5.49
LUMO energy in eV: 0.41
2S+1: 1
Total energy in eV: -66772.4834


Entry 4:
C42H43I2N7P2Rh as an isolated structure at a distorted geometry. Source: the Open Molecules 2025 dataset; level of theory: ωB97M-V with the def2-TZVPD basis set.

Geometry (Å):
Rh 0.12 -1.27 0.19
C 0.80 -1.20 -5.17
C 1.59 -1.15 -4.03
C 1.01 -1.30 -2.79
C -0.38 -1.47 -2.67
C -1.17 -1.50 -3.83
C -0.58 -1.37 -5.07
N -0.92 -1.64 -1.42
N -2.18 -1.84 -1.32
C -2.71 -1.92 -0.10
C -4.06 -2.27 0.08
C -4.58 -2.29 1.35
C -3.75 -1.96 2.43
C -2.43 -1.64 2.18
N -1.91 -1.61 0.96
H 1.25 -1.11 -6.15
H 2.66 -1.02 -4.13
H 1.62 -1.28 -1.88
H -2.24 -1.62 -3.72
H -1.19 -1.41 -5.96
H -4.65 -2.52 -0.79
H -5.61 -2.56 1.52
H -4.13 -1.96 3.44
H -1.76 -1.37 2.99
I 1.50 -0.96 2.46
I 3.53 -2.46 3.64
C -0.48 -4.54 0.22
N -0.21 -5.95 0.18
C 0.84 -6.30 1.12
N 2.05 -5.57 0.76
C 1.80 -4.15 0.82
N 0.72 -3.74 -0.12
C 1.16 -4.19 -1.47
N 1.41 -5.61 -1.50
C 0.20 -6.35 -1.16
C 2.47 -5.96 -0.57
H -0.82 -4.26 1.23
H -1.28 -4.31 -0.50
H 1.03 -7.37 1.09
H 0.53 -6.02 2.14
H 2.72 -3.62 0.57
H 1.48 -3.91 1.83
H 2.08 -3.67 -1.75
H 0.38 -3.96 -2.20
H 0.40 -7.42 -1.18
H -0.59 -6.11 -1.88
H 3.39 -5.44 -0.84
H 2.65 -7.04 -0.60
C -0.14 2.95 0.30
P 0.18 1.18 -0.31
C 1.96 1.45 -0.61
C 2.64 1.28 -1.81
C 4.01 1.44 -1.86
C 4.73 1.76 -0.71
C 4.06 1.94 0.49
C 2.69 1.79 0.54
C -0.97 1.35 -1.72
C -0.70 1.74 -3.02
C -1.75 1.87 -3.92
C -3.05 1.64 -3.52
C -3.33 1.30 -2.20
C -2.29 1.15 -1.31
P -1.07 3.50 1.80
C -1.28 5.29 1.64
C -0.93 6.03 0.50
C -1.08 7.40 0.51
C -1.62 8.05 1.62
C -1.98 7.32 2.74
C -1.83 5.94 2.75
C 0.00 3.23 3.24
C 0.00 1.99 3.87
C 0.81 1.78 4.97
C 1.59 2.82 5.46
C 1.59 4.05 4.83
C 0.79 4.28 3.73
H -0.69 3.40 -0.54
H 0.85 3.42 0.37
H 2.10 1.03 -2.71
H 4.53 1.31 -2.80
H 5.80 1.85 -0.75
H 4.60 2.21 1.38
H 2.16 1.93 1.48
H 0.31 1.96 -3.34
H -1.54 2.17 -4.93
H -3.86 1.73 -4.23
H -4.34 1.15 -1.87
H -2.49 0.89 -0.27
H -0.52 5.55 -0.38
H -0.77 7.98 -0.35
H -1.79 9.11 1.59
H -2.40 7.81 3.61
H -2.13 5.37 3.61
H -0.63 1.20 3.49
H 0.80 0.82 5.47
H 2.17 2.67 6.36
H 2.22 4.85 5.20
H 0.79 5.24 3.24

Calculated values
F_max in eV/Å: 3.12
LUMO energy (alpha / beta) in eV: -11.17 / -11.18
2S+1: 1
Total charge: +3
Total energy in eV: -92441.9915


Question: Look up the total energy of the first one.
Answer: -92587.4267 eV